[1]
# C4H10N2O

A structure of composition C4H10N2O at a distorted geometry (ωB97M-V with the def2-TZVPD basis set, OMol25).

```
17
Properties=species:S:1:pos:R:3:forces:R:3
C -1.585125 -1.343107 -0.242527 0.25 -0.09 0.20
C -1.373816 0.039136 0.304038 -1.31 1.15 -0.24
N -1.137567 1.033841 -0.699988 -1.36 -0.14 0.18
N -1.477106 0.474603 1.496021 0.55 -0.35 -0.43
H -1.608548 0.893072 -1.587579 0.14 -0.18 0.16
H -1.291635 1.971763 -0.351864 -0.08 -0.08 0.15
H -1.578525 -0.270427 2.179283 -0.07 -0.13 -0.14
H -0.771627 -1.634295 -0.905628 0.08 0.07 0.02
H -1.647359 -2.063580 0.570493 -0.05 0.00 -0.02
H -2.513325 -1.376615 -0.818921 -0.01 0.08 0.09
C 2.660984 0.531989 0.367433 0.09 -0.30 0.10
C 1.479154 -0.050074 -0.372272 -1.07 2.80 -1.15
O 1.572248 -1.068875 -1.017376 -0.36 -0.27 0.27
H 0.416359 0.779647 -0.552786 3.44 -2.59 0.62
H 2.851618 1.537166 -0.014967 -0.15 0.05 0.06
H 2.442906 0.610402 1.433264 -0.02 0.09 0.04
H 3.561364 -0.064646 0.213376 -0.07 -0.11 0.07
```
Positions in Å, forces in eV/Å.

The lowest unoccupied orbital energy is 0.870 eV. For the HOMO-LUMO gap, the calculation gives 9.0 eV. The maximum force is 4.35 eV/A. Its total charge is 0.


[2]
# C4H10N2O

A cluster of 2 separate species, C4H10N2O in total at a distorted geometry (ωB97M-V with the def2-TZVPD basis set, OMol25).

```
17
Properties=species:S:1:pos:R:3:forces:R:3
C -3.304720 1.189336 0.143381 0.09 0.10 0.60
C -2.401866 0.010287 -0.193625 0.12 0.44 -0.48
C -1.081414 -0.040985 0.074648 0.39 -0.58 -0.24
C -0.287366 -1.161522 -0.524326 0.09 0.38 1.85
N 0.898602 -1.540283 -0.209536 -0.13 0.25 -0.05
N 1.610389 -0.756066 0.745661 -0.69 -0.72 1.50
H -4.056077 1.529125 -0.594223 0.64 -0.58 0.01
H -3.853122 1.089646 1.079014 -0.28 -0.68 0.05
H -2.683038 2.035486 0.404411 0.34 0.36 -0.36
H -2.809314 -0.827983 -0.805949 0.20 0.78 0.49
H -0.490020 0.654392 0.704205 -0.92 -0.03 -0.63
H -0.884808 -1.806621 -1.144784 0.32 -0.29 -0.62
H 0.961124 -0.533626 1.536830 0.55 0.16 -0.89
H 2.295044 -1.367802 1.247554 -0.65 0.38 -1.21
O 3.718388 1.583630 -0.387944 0.18 -1.81 0.02
H 3.089679 2.054461 0.165040 -0.13 -0.35 0.07
H 3.572690 0.595622 -0.241899 -0.13 2.18 -0.11
```
Positions in Å, forces in eV/Å.

The structure (SMILES) is C/C=C/C=N\N.O. The lowest unoccupied orbital energy is 0.583 eV. For the HOMO-LUMO gap, the calculation gives 9.6 eV. The maximum force is 2.19 eV/A. Its total charge is 0.


[3]
# C4H10N2O

A cluster of 2 separate species, C4H10N2O in total at a distorted geometry (ωB97M-V with the def2-TZVPD basis set, OMol25).

```
17
Properties=species:S:1:pos:R:3:forces:R:3
C -1.108417 0.775916 -0.267985 -0.12 -3.96 -2.39
C 1.164563 1.408401 0.204749 2.79 -0.03 -3.34
C 0.192705 -1.735037 -1.430449 -0.54 -0.64 1.30
C 0.337067 0.298173 -0.246032 -2.15 -0.81 2.52
N -0.476944 -0.328192 2.273099 -1.57 1.38 2.56
N 0.297450 -0.902531 1.600232 1.12 0.34 -2.12
O 0.901522 -0.583735 -1.077737 0.65 0.91 -0.50
H -1.554089 0.744207 0.677197 -0.26 -0.14 1.98
H -1.214451 1.751134 -0.607727 0.03 1.82 -0.92
H -1.769788 0.079440 -0.885611 0.81 1.01 0.50
H 1.037340 2.253142 -0.565676 0.66 -1.13 0.71
H 2.235389 1.051768 0.259919 -1.03 0.86 0.18
H 0.792823 1.856525 1.051494 -0.70 0.55 2.39
H -0.713651 -1.777178 -0.900032 -1.21 0.01 1.61
H 0.718456 -2.636565 -1.058973 0.08 0.49 -1.12
H -0.287931 -1.679465 -2.381094 1.00 -0.30 -1.55
H -0.552043 -0.576004 3.354628 0.44 -0.37 -1.81
```
Positions in Å, forces in eV/Å.

The lowest unoccupied orbital energy (alpha / beta) is 0.989 / 0.989 eV. For the HOMO-LUMO gap (alpha / beta), the calculation gives 7.7 / 7.7 eV. The maximum force is 4.62 eV/A. Its total charge is 0.


[4]
# C4H10N2O

A structure of composition C4H10N2O at a distorted geometry (ωB97M-V with the def2-TZVPD basis set, OMol25).

```
17
Properties=species:S:1:pos:R:3:forces:R:3
C -2.670158 0.331264 -0.248498 -0.12 0.20 0.04
C -1.451710 -0.569423 -0.353572 -0.08 -0.43 -0.06
N -0.219691 0.204239 -0.274281 0.18 0.38 0.14
C 0.969339 -0.605455 -0.416946 0.27 -1.29 0.47
C 2.219377 0.122996 -0.094991 2.26 4.67 -2.62
N 2.961770 1.046378 -0.330652 -2.35 -3.22 -0.06
H -3.595775 -0.258976 -0.284990 0.26 0.14 -0.01
H -2.655174 0.895323 0.695484 0.01 -0.15 -0.30
H -2.695588 1.048337 -1.083780 -0.02 -0.17 0.25
H -1.454319 -1.295643 0.474647 0.05 0.20 -0.19
H -1.507130 -1.160382 -1.290171 0.00 0.10 0.20
H -0.220113 0.931008 -0.985099 0.02 -0.03 0.16
H 0.907225 -1.468813 0.265959 -0.15 0.21 -0.29
H 1.100664 -1.013509 -1.440345 0.12 0.09 0.33
O 2.899997 0.268071 1.910780 1.95 1.06 -0.66
H 3.393403 1.163534 1.168654 -2.59 -2.93 2.43
H 2.017884 0.361056 2.287797 0.19 1.16 0.17
```
Positions in Å, forces in eV/Å.

The lowest unoccupied orbital energy is 0.778 eV. For the HOMO-LUMO gap, the calculation gives 10.1 eV. The maximum force is 5.81 eV/A. Its total charge is 0.


[5]
# C4H10N2O

The molecule C4H10N2O at a distorted geometry (ωB97M-V with the def2-TZVPD basis set, OMol25).

```
17
Properties=species:S:1:pos:R:3:forces:R:3
H -2.036029 1.171284 1.481525 0.61 0.22 -0.44
N -1.172608 0.999333 0.941249 -0.10 1.27 2.26
C -1.404190 0.162691 0.072203 -1.19 -2.98 -3.27
N -2.657540 -0.423285 -0.341684 -0.05 1.85 2.04
O -0.472696 -0.465802 -0.732916 0.23 1.95 1.08
C 0.958349 -0.268889 -0.379662 -0.50 -0.84 -1.45
C 1.532280 1.154417 -0.478902 0.22 0.80 2.63
C 1.187564 -1.246584 0.765781 -2.68 1.17 -0.21
H -2.537300 -0.720660 -1.254710 0.30 -1.13 -2.04
H -3.450953 0.229893 -0.372538 0.66 -0.22 0.52
H 1.387296 -0.755055 -1.248921 0.14 -0.14 -0.32
H 2.609587 1.009648 -0.694558 -0.48 0.14 0.01
H 1.518944 1.752076 0.596166 -0.41 -1.27 -3.06
H 1.083446 1.685865 -1.360135 0.27 -0.24 1.18
H 0.617909 -2.154652 0.411743 1.25 0.56 0.74
H 2.214718 -1.321451 0.982461 1.18 -0.63 0.36
H 0.621227 -0.808836 1.612894 0.56 -0.53 -0.04
```
Positions in Å, forces in eV/Å.

The structure (SMILES) is [H]/N=C(\N)OC(C)C. The lowest unoccupied orbital energy is 0.941 eV. For the HOMO-LUMO gap, the calculation gives 10.6 eV. The maximum force is 4.58 eV/A. Its total charge is 0.


[6]
# C4H10N2O

The ion C4H10N2O with charge +1 at a distorted geometry (ωB97M-V with the def2-TZVPD basis set, OMol25).

```
17
Properties=species:S:1:pos:R:3:forces:R:3
C -0.350803 -1.585856 -0.663823 -1.86 -1.44 -2.02
N 0.314793 -0.851594 0.295618 0.33 -0.30 1.81
C 0.180576 -1.303381 1.702779 -1.16 -0.70 -0.91
C 0.871760 0.452990 0.088182 0.78 0.50 -0.50
C -0.232073 1.496467 -0.251236 0.18 -0.03 -0.25
N -0.750917 1.307658 -1.605190 0.84 0.50 0.23
O -1.123622 -2.505629 -0.440964 0.87 0.55 1.49
H -0.310479 -1.375411 -1.717452 1.04 1.20 -0.36
H -0.398225 -0.516621 2.195366 -0.19 -0.20 0.15
H -0.349486 -2.300253 1.704408 0.65 1.27 0.16
H 1.144190 -1.324703 2.183189 0.53 -0.10 -0.04
H 1.631065 0.533374 -0.713864 -0.57 -0.68 -0.13
H 1.453352 0.774449 0.959903 -0.59 -0.34 0.17
H 0.308780 2.422207 0.046212 -0.52 -0.08 -0.64
H -1.089337 1.376254 0.390707 -0.15 0.08 0.63
H -1.300917 2.114918 -1.888407 -0.34 -0.23 0.22
H 0.001347 1.285132 -2.285427 0.17 0.00 -0.02
```
Positions in Å, forces in eV/Å.

The lowest unoccupied orbital energy (alpha / beta) is -3.449 / -8.589 eV. Its multiplicity is 2. For the HOMO-LUMO gap (alpha / beta), the calculation gives 11.0 / 5.8 eV. The maximum force is 3.10 eV/A. Its total charge is +1.


[7]
# C4H10N2O

A cluster of 3 separate species, C4H10N2O in total at a distorted geometry (ωB97M-V with the def2-TZVPD basis set, OMol25).

```
17
Properties=species:S:1:pos:R:3:forces:R:3
C -1.236503 -1.251596 -3.162805 -0.39 -1.46 -1.44
N -1.611181 -0.494642 -2.088037 0.97 0.83 -0.29
C -0.501904 0.069112 -1.398049 0.46 -0.12 1.98
C -0.643252 0.622307 2.714891 2.19 0.00 -1.84
C 0.515616 -0.020695 2.726318 -2.76 0.40 2.52
N 1.726756 0.669808 0.548809 -2.43 -2.27 -0.82
O -0.109283 -1.625736 -3.478718 -0.57 0.69 0.68
H -2.112472 -1.604018 -3.742364 0.29 0.21 0.08
H -0.803353 0.049266 -0.346164 0.05 0.20 0.06
H 0.429124 -0.506078 -1.449338 0.00 -0.44 -0.38
H -0.136863 1.091859 -1.556353 -0.91 0.11 -0.73
H -1.343524 0.610240 3.536713 -0.23 -0.26 0.18
H -0.832422 1.262210 1.816061 -0.30 -0.40 0.98
H 0.977910 -0.753368 3.413017 0.34 0.40 -0.87
H 1.169380 0.387801 1.819441 2.02 1.43 -2.26
H 2.451484 -0.023385 0.563041 0.90 -0.53 0.38
H 2.060487 1.516916 0.083535 0.39 1.20 1.75
```
Positions in Å, forces in eV/Å.

The lowest unoccupied orbital energy (alpha / beta) is -9.704 / -9.784 eV. Its multiplicity is 2. For the HOMO-LUMO gap (alpha / beta), the calculation gives 4.0 / 3.6 eV. The maximum force is 3.76 eV/A. Its total charge is +1.


[8]
# C4H10N2O2

A cluster of 2 separate species, C4H10N2O2 in total at a distorted geometry (ωB97M-V with the def2-TZVPD basis set, OMol25).

```
18
Properties=species:S:1:pos:R:3:forces:R:3
C 2.275384 0.543347 0.075445 -0.69 1.00 0.02
C -1.495835 1.034620 -0.848914 1.69 -1.27 1.76
C -0.462282 0.614712 1.379983 0.41 -0.90 0.05
C 0.894846 0.470018 -0.647380 0.42 0.57 4.82
N -0.288485 -2.412071 -0.147515 0.43 0.61 -0.14
N -0.237579 0.789715 -0.053982 -0.12 -0.65 -0.59
O 2.932591 -0.148825 0.810989 -0.48 -0.66 -0.21
O 2.385844 1.726364 -0.345120 0.01 -0.01 -0.46
H -1.805596 1.940016 -0.397213 -0.91 1.25 -0.51
H -1.181025 1.033273 -1.873764 -0.43 0.41 -0.53
H -2.228460 0.249806 -0.605668 0.32 0.14 -0.28
H 0.406054 0.478310 1.979325 1.34 -0.37 -0.30
H -0.939342 1.351286 1.968901 -0.97 1.66 -0.48
H -1.040495 -0.273747 1.509869 -0.46 -0.79 -0.05
H 0.940024 0.293202 -1.638451 -0.16 -0.17 -3.28
H 0.199995 -3.212174 0.225143 -0.19 -0.36 0.04
H -0.834003 -2.692627 -0.961577 0.41 0.02 0.17
H 0.478357 -1.785231 -0.430073 -0.66 -0.47 -0.03
```
Positions in Å, forces in eV/Å.

The lowest unoccupied orbital energy is 0.386 eV. For the HOMO-LUMO gap, the calculation gives 9.7 eV. The maximum force is 4.87 eV/A. Its total charge is 0.